27
Properties=species:S:1:pos:R:3:forces:R:3:lowdin_charge:R:1 method="wB97M-V/def2-TZVPD" smiles=O.O.O.O.O.O.O.O.O homo_lumo_gap_ev=10.52 total_energy_ha=-687.93514 de_lowest_ev=2.4668
O 0.69283 -0.48966 -3.33918 -0.110 -0.182 0.044 -0.063
H 1.22214 0.30375 -3.22712 -0.050 0.010 0.009 0.019
H -0.18441 -0.23887 -3.01075 0.147 0.174 -0.179 0.002
O -1.55418 1.26257 -2.69734 -0.118 0.141 0.013 -0.045
H -1.48748 2.18221 -2.97802 0.005 -0.090 -0.011 0.056
H -2.45560 1.16968 -2.36837 0.121 -0.048 0.070 0.057
O -2.31356 -2.78961 0.78399 0.021 0.085 0.130 -0.057
H -3.27256 -2.87344 0.75575 0.070 0.021 -0.023 0.036
H -2.09784 -2.76746 1.72428 0.038 -0.076 -0.096 0.041
O 3.27347 0.46959 -0.95310 0.012 0.059 -0.172 -0.045
H 3.47323 0.56495 -1.89119 0.070 -0.012 0.095 0.039
H 2.68254 1.20325 -0.75251 0.058 -0.065 0.071 0.036
O 1.13983 -1.58441 -0.46436 -0.087 -0.408 -0.078 -0.065
H 2.00832 -1.81909 -0.81643 -0.071 0.319 -0.095 0.063
H 0.51175 -2.08355 -1.00444 0.099 0.096 0.005 0.072
O -0.74920 0.40324 0.35032 -0.110 -0.043 -0.050 -0.059
H -0.03334 0.50034 -0.28766 -0.034 -0.278 0.021 0.024
H -0.63539 -0.48963 0.69752 0.002 0.064 -0.062 0.030
O -0.66694 1.82634 3.80457 -0.032 -0.190 0.278 -0.066
H -1.30552 2.36356 4.28382 0.046 0.020 -0.088 0.033
H -1.18779 1.36275 3.14033 0.115 0.179 -0.132 0.016
O 1.56845 -2.55352 2.12993 -0.078 0.036 -0.313 -0.085
H 1.38746 -2.28551 1.20447 0.094 -0.047 0.494 -0.018
H 2.34476 -2.04680 2.38785 -0.082 0.000 0.011 0.029
O -0.99785 3.07990 1.02840 -0.539 0.013 -0.576 -0.079
H -1.32016 2.28520 0.56075 0.397 0.332 0.461 0.002
H -0.04295 3.04424 0.93850 0.018 -0.111 0.172 0.025